# 1
117
Properties=species:S:1:pos:R:3:forces:R:3 method="wB97M-V/def2-TZVPD" total_charge=+1 fmax_ev_per_a=10.267 gap_ev=10.6 e_above_lowest_kj_mol=125.9
O 2.801197 -0.767821 1.045444 5.83 0.26 -0.31
O -2.264803 1.830179 -0.319556 -1.04 1.04 0.03
O 5.076197 -0.029821 0.995444 0.79 -4.05 0.24
O -2.859803 -1.831821 -0.591556 -0.01 2.18 3.52
O 0.709197 2.207179 -4.276556 -1.46 -0.25 -0.50
O 1.491197 4.334179 1.671444 0.63 1.88 0.12
O 0.596197 -1.863821 -1.866556 0.22 -2.84 0.09
O -0.011803 -2.953821 2.209444 1.43 -1.61 1.39
O -3.725803 -1.629821 -2.647556 -3.07 3.25 -1.98
O 1.445197 2.036179 1.901444 -1.48 5.82 1.06
O -1.796803 0.756179 3.197444 1.17 2.51 -2.08
O -0.191803 -5.006821 3.261444 0.09 2.56 -1.74
O -3.357803 -0.784821 3.406444 -0.60 -2.36 1.06
O 1.911197 -3.791821 -1.770556 -0.11 -0.15 -1.53
O 0.723197 1.295179 -2.183556 -1.59 0.54 -2.94
O -2.210803 4.062179 -0.555556 -2.32 -0.57 1.52
N 0.099197 -0.231821 0.589444 -1.47 4.24 1.39
C 4.632197 -2.361821 0.888444 -5.34 0.90 -6.99
C 0.152197 1.465179 -3.291556 3.56 -0.51 2.44
C 2.632197 4.294179 0.881444 3.64 -2.38 -2.36
C 2.613197 -1.840821 -2.962556 1.73 -0.11 -0.66
C 1.543197 -2.593821 -2.185556 0.04 4.35 1.97
C 1.042197 3.265179 2.186444 -1.19 -6.73 0.84
C -5.439803 -1.334821 2.291444 1.29 4.68 1.90
C 5.928197 2.209179 0.662444 1.30 0.31 2.20
C -2.781803 2.913179 -0.050556 3.32 -1.63 -0.74
C 4.096197 -0.952821 0.988444 -5.54 -0.24 0.39
C -1.095803 4.083179 -1.396556 2.61 0.64 -1.32
C -2.241803 -3.294821 -2.289556 2.54 -1.41 -0.83
C 2.039197 2.684179 -4.206556 -2.79 5.21 2.10
C -5.342803 0.270179 -3.420556 1.73 -2.78 -1.60
C -2.957803 -2.091821 -1.728556 0.26 -4.04 -2.02
C -1.565803 -5.895821 1.345444 2.99 0.31 1.50
C -3.826803 3.079179 0.997444 -1.47 0.46 0.39
C -1.668803 -0.890821 4.973444 -1.53 -1.54 0.13
C -0.651803 5.592179 -1.356556 5.00 -4.21 2.36
C 1.254197 -4.628821 -0.827556 0.60 3.24 3.64
C 2.950197 5.589179 0.277444 2.79 1.02 -1.78
C -0.164803 3.435179 3.201444 2.33 4.68 -2.15
C -2.242803 -0.207821 3.700444 0.87 -1.70 3.70
C -4.705803 -0.454821 -2.287556 5.82 1.26 -4.02
C -1.550803 -5.148821 2.683444 -0.99 -1.92 2.56
C 2.318197 -5.527821 -0.361556 2.83 -1.68 1.30
C 4.775197 1.300179 1.019444 0.29 0.10 -7.74
C 1.866197 -3.850821 3.427444 5.09 -0.60 0.86
C 0.519197 -3.835821 2.898444 -4.14 -1.44 -0.35
C -4.203803 -0.336821 2.404444 -0.08 0.15 -1.41
C -1.145803 0.914179 -3.709556 -0.77 0.58 -2.07
C 2.277197 3.769179 -5.210556 -2.17 2.17 0.05
H -1.814803 -3.961821 -1.452556 -0.02 1.65 -1.20
H -0.831803 -0.192821 0.295444 -1.78 -0.35 -1.70
H 2.759197 -2.541821 -3.804556 0.58 0.89 -0.25
H -1.999803 -5.748821 3.505444 0.35 -0.43 -0.67
H 2.599197 1.913179 -4.247556 4.33 -5.30 -0.93
H 2.212197 -0.845821 -3.249556 -0.02 -0.99 -0.08
H -0.214803 4.401179 3.812444 0.73 -1.16 -0.98
H 3.673197 -1.550821 -2.512556 -2.29 -1.35 -0.35
H 6.656197 2.335179 1.529444 -0.95 -0.87 -0.38
H -0.178803 3.530179 -1.039556 -1.46 -0.27 -0.17
H 0.339197 5.805179 -1.860556 -1.06 -0.63 0.35
H -4.722803 2.346179 0.839444 1.58 1.62 -0.05
H 0.009197 2.660179 3.787444 -0.23 -3.62 2.79
H 4.916197 -2.433821 -0.236556 0.10 0.13 1.74
H 2.583197 -4.864821 3.214444 -2.50 2.65 0.10
H -3.619803 -0.275821 1.494444 -0.01 -0.39 -0.64
H -0.011803 0.116179 1.515444 -0.23 1.10 1.72
H 2.187197 3.071179 -3.226556 0.12 0.36 1.13
H 0.427197 -5.182821 -1.170556 -1.24 -0.08 -0.75
H 2.284197 -2.983821 2.834444 0.36 -0.88 1.03
H -5.909803 -1.247821 3.255444 -0.59 -0.18 0.33
H -1.349803 3.786179 -2.463556 0.19 0.08 1.34
H -1.344803 6.045179 -1.844556 -4.42 3.80 -2.44
H -1.099803 -1.834821 4.772444 -1.19 0.43 -0.09
H 2.460197 3.823179 -0.074556 -0.55 -1.99 0.31
H -1.485803 -2.866821 -3.052556 -0.50 -0.84 1.65
H -1.757803 1.119179 -2.865556 -1.07 -0.03 0.65
H 5.767197 3.304179 0.576444 -0.56 -0.94 -1.23
H -5.200803 -0.827821 -1.578556 -4.99 -3.19 5.06
H -1.238803 -0.177821 -3.979556 0.64 1.22 0.38
H -5.847803 1.112179 -3.092556 -0.47 1.99 0.83
H 1.740197 3.391179 -6.019556 -0.55 -0.54 -2.17
H 0.442197 -1.054821 0.839444 2.34 -5.29 -0.05
H -6.144803 -0.378821 -3.751556 0.07 -0.07 -1.10
H -2.522803 -0.992821 5.706444 0.48 -0.86 -1.20
H 3.648197 3.812179 1.321444 -2.92 0.96 -0.28
H -2.563803 -6.098821 0.977444 -0.03 -0.81 0.33
H 2.193197 5.981179 -0.387556 -0.08 -0.21 -0.40
H -1.432803 1.580179 -4.603556 -0.06 -1.32 1.29
H 2.695197 -6.277821 -1.053556 -0.52 0.01 -0.72
H -4.098803 4.181179 0.983444 -0.18 -1.51 0.39
H 4.544197 1.562179 1.862444 -3.10 2.37 9.49
H -2.711803 -4.062821 -2.923556 -1.02 0.86 0.21
H 6.508197 1.633179 0.001444 0.93 0.39 -1.89
H -0.495803 5.798179 -0.287556 -0.48 0.52 -0.45
H -3.412803 2.762179 2.003444 -0.14 0.55 -1.21
H 5.397197 -2.361821 1.425444 6.93 -0.77 4.46
H -4.074803 0.191179 -1.769556 1.44 1.41 0.77
H 3.867197 1.275179 0.438444 -0.35 1.53 -0.72
H 1.607197 4.751179 -5.030556 1.93 -2.00 0.21
H 3.292197 -5.019821 -0.117556 -1.15 0.08 -0.03
H -1.031803 -0.420821 5.652444 1.58 2.02 0.05
H 2.140197 -3.725821 4.584444 -1.47 0.04 -2.50
H -4.509803 0.492179 -4.180556 -1.71 -0.21 0.82
H -0.714803 -6.750821 1.513444 -2.60 1.69 -1.04
H 1.011197 -3.889821 0.117444 -0.15 -1.88 -2.38
H -4.313803 0.756179 2.633444 -1.34 -0.94 -0.13
H 4.057197 5.645179 -0.231556 -2.92 -0.49 1.10
H 0.703197 0.472179 0.240444 1.08 0.36 -1.42
H 3.282197 4.004179 -5.564556 -0.07 -0.13 0.64
H -1.200803 -5.106821 0.697444 0.50 -0.29 -0.78
H -6.039803 -0.869821 1.571444 -1.35 0.59 -1.05
H 3.987197 -3.236821 0.973444 -0.44 0.75 0.68
H -1.056803 3.458179 2.652444 -1.33 -0.66 -0.77
H -5.356803 -2.318821 2.044444 1.32 -2.61 -0.71
H 2.990197 6.224179 1.061444 0.44 2.90 2.38
H -2.250803 -4.324821 2.808444 0.90 1.04 -0.77
H 2.097197 -6.153821 0.521444 -0.46 0.59 -0.17

=====

# 2
13
Properties=species:S:1:pos:R:3:forces:R:3 method="wB97M-V/def2-TZVPD" fmax_ev_per_a=5.018 gap_ev=9.8 e_above_lowest_kj_mol=316.3
O 0.519776 -0.822450 1.210432 -0.14 -0.29 -0.09
O -1.525719 0.463464 0.064809 -0.11 -0.04 -0.04
C 0.224727 -0.076032 -1.063296 0.11 0.02 -0.33
C 0.185634 -1.216872 -0.100893 -0.03 -0.23 -0.10
C -1.100352 -0.667676 -0.683483 -0.27 -0.30 -0.13
C 0.554513 0.567047 1.175705 3.65 2.95 1.79
C -0.176113 1.002866 -0.042023 -0.11 0.08 -0.14
H 0.322054 1.051698 2.138890 -1.14 -0.70 -0.32
H -1.847251 -1.225406 -1.240313 0.16 0.05 0.10
H -0.157052 2.061370 -0.301811 0.04 -0.16 0.06
H 0.777114 0.021559 -1.988378 -0.08 -0.01 0.10
H 0.533624 -2.209937 -0.357887 -0.09 0.13 -0.04
H 1.689042 1.050365 1.188253 -1.96 -1.50 -0.86

=====

# 3
18
Properties=species:S:1:pos:R:3:forces:R:3 method="wB97M-V/def2-TZVPD" smiles="O=C1C[C@H](COO)CN1" fmax_ev_per_a=6.142 gap_ev=10.3 e_above_lowest_kj_mol=449.0
O 3.008831 0.791181 0.771322 5.28 2.42 1.99
O -2.093174 1.161288 0.397133 -0.61 0.61 -0.84
O -2.138325 0.462507 1.604868 0.33 -0.48 1.38
N 1.780522 -1.034899 0.233501 0.00 -1.04 0.19
C 2.064022 0.325921 0.333705 -4.99 -1.50 -2.37
C -1.623707 0.327469 -0.615742 0.75 -0.19 0.10
C -0.144145 0.009928 -0.559519 0.05 -0.33 -1.19
C 0.844028 1.110667 -0.221090 0.10 -1.05 1.07
C 0.332864 -1.193538 0.247947 0.63 0.87 0.24
H 0.023450 -2.153727 -0.115760 -0.22 -0.43 -0.22
H 0.094796 -0.257968 -1.590495 -0.04 -0.22 -0.26
H -2.218557 -0.475883 1.377835 -0.24 0.02 -0.14
H -2.172507 -0.615333 -0.657054 -0.39 -0.21 0.15
H 1.216230 1.601364 -1.099418 -0.06 0.79 -0.21
H 2.315800 -1.570952 -0.429260 0.21 -0.11 0.16
H 0.072713 -1.070355 1.291284 -0.55 -0.26 0.32
H -1.842654 0.833104 -1.539874 -0.17 0.48 -0.30
H 0.479812 1.749228 0.570615 -0.07 0.61 -0.10

=====

# 4
63
Properties=species:S:1:pos:R:3:forces:R:3 method="wB97M-V/def2-TZVPD" smiles="O=C(NCc1nnc(SCc2ccccc2)n1-c1ccc(F)cc1)[C@]12C[C@H]3C[C@H](C[C@H](C3)C1)C2" fmax_ev_per_a=1.432 gap_ev=8.6 e_above_lowest_kj_mol=22.6
S 3.785899 0.028179 0.490085 0.51 0.29 -0.19
F -1.106834 3.831504 1.937809 0.05 -0.09 -0.02
O -0.601693 -1.504133 -0.694138 0.21 -0.14 -0.35
N -1.534881 -1.801205 1.331624 -0.08 -0.25 0.36
N 1.381149 -1.021138 1.268570 0.52 -0.83 -0.05
N 2.900016 -2.523253 0.733692 0.88 0.63 -0.35
N 1.777976 -3.168801 1.087007 -1.19 -0.67 0.43
C 0.746552 0.217872 1.442788 -0.23 0.61 0.14
C 0.872303 -2.292514 1.400836 0.20 0.04 0.06
C -1.540275 -1.341149 0.055439 -0.54 0.24 0.06
C -3.908898 -1.643603 -0.628639 -0.12 0.06 -0.07
C 0.729034 1.133151 0.395780 -0.06 -0.20 0.20
C 7.339879 0.259145 0.417980 -0.07 -0.04 -0.03
C -3.789943 0.857054 -2.150378 0.04 0.14 -0.16
C -4.574152 1.087395 0.200484 -0.10 0.15 0.22
C 7.431947 0.930784 -2.264181 0.00 0.03 -0.09
C -0.480942 1.745799 2.828749 -0.08 0.21 -0.09
C 8.372262 1.043884 -0.063557 0.09 0.06 0.03
C -3.306838 0.390830 0.701117 -0.08 0.08 -0.06
C -2.814004 -0.600320 -0.358644 0.30 -0.12 -0.09
C -5.660077 0.043481 -0.057468 0.05 0.00 -0.02
C 8.420906 1.380607 -1.405525 0.06 0.05 -0.01
C -0.489228 2.643934 1.776044 0.09 -0.13 -0.03
C -0.491524 -2.650481 1.874475 -0.05 -0.17 -0.11
C -4.873585 -0.187104 -2.414334 0.03 0.01 0.04
C 2.658532 -1.245018 0.818225 -0.06 -0.07 0.14
C -4.274356 1.844626 -1.090772 -0.01 -0.05 -0.01
C 0.107732 2.355735 0.560931 -0.12 0.23 0.21
C 0.143951 0.524951 2.657556 0.16 0.06 -0.22
C -5.174667 -0.941186 -1.120490 -0.21 -0.20 -0.02
C 6.400406 0.145333 -1.783383 0.00 -0.02 0.05
C 6.348078 -0.202651 -0.438608 0.00 0.14 0.01
C 5.228990 -1.041994 0.079034 -0.52 -0.02 0.20
C -2.524348 0.164797 -1.654377 -0.06 -0.05 -0.05
H -5.951134 -1.692066 -1.305452 0.06 0.04 0.01
H -3.537128 -0.113232 1.643331 0.01 -0.01 0.08
H -0.533383 -2.574245 2.966767 -0.05 -0.05 -0.11
H -6.573177 0.535772 -0.398327 -0.07 0.01 0.02
H -2.149291 -0.531953 -2.405290 0.05 0.02 0.00
H 4.864710 -1.755618 -0.657901 0.12 -0.05 0.07
H -4.535896 -0.886529 -3.181918 -0.02 -0.03 -0.07
H -3.567343 1.394777 -3.078219 0.00 -0.03 0.05
H 9.140336 1.393796 0.610419 0.06 0.03 0.05
H 0.175478 -0.184520 3.470140 0.03 -0.09 0.07
H -2.385477 -1.755310 1.867223 0.05 0.13 -0.09
H -1.738642 0.900092 -1.467427 0.07 0.01 -0.02
H -4.130041 -2.206759 0.282637 0.00 -0.05 0.03
H 5.628024 -0.204118 -2.453085 -0.09 -0.05 -0.07
H 1.187231 0.873325 -0.544693 0.01 -0.05 -0.11
H -0.953766 2.007971 3.761769 -0.05 0.05 0.08
H -4.918015 1.792046 0.966174 0.03 -0.05 -0.04
H -0.643956 -3.701367 1.596884 0.10 0.15 0.11
H -3.508595 2.601398 -0.907060 0.03 0.08 -0.01
H -5.780674 0.299847 -2.779058 -0.05 0.00 -0.05
H -2.528957 1.130203 0.900521 0.05 -0.02 0.06
H -5.894849 -0.489537 0.867494 -0.05 -0.02 0.05
H 5.493955 -1.567008 0.995325 0.04 -0.08 -0.13
H 9.227305 1.992799 -1.781305 0.06 0.05 -0.03
H -3.557902 -2.352022 -1.382288 0.04 -0.07 0.00
H 0.079182 3.080683 -0.236858 -0.02 0.09 -0.07
H 7.465049 1.192363 -3.311566 0.01 0.02 -0.08
H -5.174816 2.355789 -1.438030 -0.03 0.07 -0.01
H 7.302435 -0.001065 1.466066 -0.01 -0.04 0.11